Record 1
The following is a quantum chemistry calculation of a structure of composition C31H37O2PTi, from OMol25.

Computed properties:
E: -69234.10539 eV
Molecular weight: 520.476 Da
HOMO level (alpha / beta): -13.8 / -14.1 eV
ΔE to the lowest compared entry with this formula, charge and spin: 0.0 kcal/mol

Structure (ORCA input):
```
! RIJCOSX wB97M-V def2-TZVPD def2/J DEFGRID3
* xyz 2 3
Ti 0.259 0.292 0.042
C 1.662 2.186 2.831
C 1.911 1.482 1.529
C 1.862 2.175 0.313
C 2.174 1.553 -0.906
C 2.182 2.334 -2.187
C 2.562 0.197 -0.876
C 2.649 -0.520 0.324
C 3.139 -1.936 0.354
C 2.257 0.119 1.511
H 1.031 3.064 2.703
H 2.616 2.528 3.237
H 1.215 1.522 3.570
H 1.581 3.222 0.308
H 3.195 2.694 -2.379
H 1.521 3.198 -2.128
H 1.883 1.719 -3.035
H 2.853 -0.287 -1.801
H 4.130 -1.964 0.809
H 3.223 -2.357 -0.646
H 2.487 -2.569 0.957
H 2.298 -0.429 2.445
C -1.697 1.263 2.513
O -1.236 0.234 1.619
C -1.550 -1.089 2.098
C -1.529 -2.020 0.920
O -0.287 -1.806 0.223
C -0.127 -2.725 -0.875
H -2.786 1.300 2.488
H -1.285 2.209 2.172
H -1.351 1.060 3.527
H -2.545 -1.087 2.547
H -0.813 -1.368 2.855
H -2.356 -1.810 0.236
H -1.585 -3.056 1.257
H -0.123 -3.746 -0.495
H 0.827 -2.504 -1.346
H -0.935 -2.593 -1.596
C -0.415 -0.967 -6.178
C 0.527 -1.056 -5.164
C 0.221 -0.576 -3.899
C -1.022 -0.001 -3.643
C -1.966 0.080 -4.669
C -1.660 -0.402 -5.931
P -1.377 0.666 -2.004
C -1.316 2.476 -2.135
C -1.223 3.195 -0.942
C -1.101 4.576 -0.946
C -1.052 5.251 -2.159
C -1.134 4.545 -3.351
C -1.265 3.163 -3.344
C -3.108 0.216 -1.667
C -3.566 -1.053 -2.027
C -4.844 -1.461 -1.676
C -5.674 -0.607 -0.960
C -5.228 0.658 -0.607
C -3.948 1.070 -0.957
H -0.181 -1.344 -7.165
H 1.493 -1.503 -5.357
H 0.952 -0.652 -3.101
H -2.942 0.512 -4.479
H -2.393 -0.338 -6.723
H -1.276 2.673 0.014
H -1.049 5.125 -0.014
H -0.953 6.328 -2.173
H -1.096 5.074 -4.294
H -1.316 2.623 -4.281
H -2.937 -1.715 -2.612
H -5.198 -2.438 -1.975
H -6.674 -0.922 -0.696
H -5.882 1.335 -0.074
H -3.623 2.070 -0.699
*
```

Record 2
The following is a quantum chemistry calculation of a structure of composition C31H38Cl30O21 in a non-equilibrium geometry, from OMol25.

Computed properties:
E: -451431.42994 eV
Molecular weight: 1810.214 Da
HOMO level: -10.1 eV

Structure (ORCA input):
```
! RIJCOSX wB97M-V def2-TZVPD def2/J DEFGRID3
* xyz 0 1
C -5.399 -2.831 -0.357
Cl -5.414 -1.187 0.212
Cl -6.566 -2.811 -1.730
Cl -5.938 -3.764 1.027
H -4.383 -3.111 -0.633
C -0.213 -0.997 -0.887
Cl 1.386 -1.466 -0.394
Cl -0.603 0.520 0.022
Cl -1.399 -2.189 -0.639
H -0.151 -0.705 -1.936
C 6.808 -1.440 0.700
Cl 5.498 -0.258 0.623
Cl 6.252 -2.905 1.543
Cl 8.161 -0.956 1.683
H 7.279 -1.609 -0.269
C 1.331 3.223 3.904
Cl 1.077 1.428 3.869
Cl 2.940 3.613 4.675
Cl 0.094 4.080 4.784
H 1.335 3.593 2.879
C 4.785 -1.351 -3.826
Cl 5.301 -1.089 -5.515
Cl 5.690 -2.723 -3.099
Cl 3.012 -1.534 -3.595
H 5.007 -0.474 -3.217
C 3.713 3.006 -0.293
Cl 2.176 2.515 -0.937
Cl 3.722 3.209 1.439
Cl 4.290 4.544 -0.956
H 4.499 2.276 -0.492
C 4.099 -0.740 4.422
Cl 3.848 -2.496 4.545
Cl 5.894 -0.427 4.351
Cl 3.292 -0.074 5.826
H 3.602 -0.407 3.511
C -3.275 -6.992 -0.827
Cl -3.836 -5.796 -1.976
Cl -4.451 -7.120 0.519
Cl -1.606 -6.514 -0.348
H -3.120 -7.864 -1.462
C 0.091 -4.684 2.833
Cl 1.189 -5.080 4.184
Cl -0.090 -2.911 2.946
Cl -1.460 -5.575 3.040
H 0.655 -5.050 1.975
C 2.023 3.387 -6.078
Cl 0.801 4.310 -6.976
Cl 1.244 2.134 -5.166
Cl 2.971 4.449 -5.012
H 2.658 2.906 -6.822
C -2.637 2.825 2.087
C -3.904 3.459 2.608
O -4.735 3.313 1.467
C -3.998 3.268 0.355
O -4.414 3.544 -0.776
O -2.720 3.105 0.679
H -2.710 1.740 2.157
H -1.752 3.110 2.655
H -3.640 4.475 2.902
H -4.453 2.999 3.430
C -0.722 8.142 3.244
C 0.636 7.622 3.565
O 0.735 6.413 2.814
C -0.492 6.044 2.340
O -0.817 5.006 1.771
O -1.349 7.001 2.739
H -0.634 8.848 2.418
H -1.150 8.588 4.142
H 0.701 7.328 4.613
H 1.296 8.440 3.278
C -3.275 0.993 -2.879
C -1.972 0.918 -3.656
O -1.788 -0.427 -3.825
C -2.862 -1.146 -3.722
O -2.973 -2.335 -3.941
O -3.825 -0.320 -3.278
H -3.895 1.828 -3.204
H -3.182 1.063 -1.795
H -1.066 1.294 -3.182
H -2.005 1.375 -4.646
C -3.890 -2.167 4.940
C -3.891 -2.049 3.441
O -3.224 -0.867 3.153
C -2.971 -0.179 4.272
O -2.392 0.891 4.262
O -3.494 -0.835 5.304
H -3.098 -2.853 5.241
H -4.846 -2.438 5.388
H -4.901 -2.021 3.032
H -3.309 -2.825 2.943
C 3.053 -6.837 1.095
C 4.018 -5.744 0.615
O 3.327 -5.137 -0.384
C 2.059 -5.532 -0.443
O 1.238 -5.053 -1.183
O 1.863 -6.511 0.465
H 2.965 -6.814 2.181
H 3.440 -7.805 0.777
H 4.827 -6.281 0.119
H 4.450 -5.176 1.439
C 0.312 -3.650 -3.740
C -0.570 -4.825 -3.939
O -0.670 -4.815 -5.380
C -0.292 -3.630 -5.872
O -0.455 -3.324 -7.043
O 0.165 -2.882 -4.931
H 1.320 -4.029 -3.574
H -0.057 -3.177 -2.829
H -1.550 -4.632 -3.502
H -0.238 -5.754 -3.477
C 0.462 5.651 -0.957
C -0.337 4.607 -1.706
O -0.285 5.007 -3.061
C 0.495 6.103 -3.212
O 0.569 6.775 -4.240
O 1.006 6.471 -2.002
H 1.281 5.274 -0.345
H -0.244 6.287 -0.421
H -1.347 4.621 -1.296
H -0.010 3.578 -1.557
*
```

Record 3
The following is a quantum chemistry calculation of a structure of composition C31H38I2InN5OSSe2Si2, from OMol25.

Computed properties:
E: -220923.36134 eV
Molecular weight: 1111.464 Da
HOMO level: -7.9 eV
ΔE to the lowest compared entry with this formula, charge and spin: 0.8 kcal/mol

Structure (ORCA input):
```
! RIJCOSX wB97M-V def2-TZVPD def2/J DEFGRID3
* xyz 0 1
In -0.255 -0.164 0.357
I -7.951 0.391 0.176
C -5.941 0.017 -0.239
C -5.375 0.497 -1.409
C -4.029 0.278 -1.659
I -3.222 0.943 -3.460
C -3.203 -0.401 -0.746
O -1.916 -0.576 -0.923
C -3.833 -0.951 0.384
C -2.988 -1.769 1.312
N -1.957 -0.902 1.906
C -1.373 -1.417 3.138
C -0.099 -2.203 2.951
C 0.199 -3.248 3.814
C 1.420 -3.885 3.715
C 2.312 -3.462 2.744
C 1.931 -2.434 1.907
N 0.751 -1.809 1.999
C -5.172 -0.721 0.648
H -5.973 1.041 -2.127
H -2.490 -2.585 0.783
H -3.624 -2.209 2.090
H -2.381 -0.005 2.121
H -2.094 -2.029 3.691
H -1.121 -0.568 3.776
H -0.525 -3.541 4.563
H 1.673 -4.700 4.381
H 3.282 -3.924 2.624
H 2.597 -2.112 1.120
H -5.619 -1.136 1.544
Se 2.446 4.625 -0.338
Se 1.239 5.173 1.541
C -0.575 4.791 1.004
C -1.580 5.416 1.737
C -2.892 5.083 1.448
C -3.153 4.176 0.429
C -2.077 3.645 -0.262
N -0.808 3.935 0.030
C 3.329 2.999 0.240
C 4.707 2.938 0.050
C 5.374 1.805 0.480
C 4.652 0.806 1.117
C 3.283 0.965 1.250
N 2.621 2.025 0.788
H -1.338 6.137 2.507
H -3.702 5.535 2.006
H -4.163 3.892 0.167
H -2.231 2.949 -1.082
H 5.233 3.765 -0.406
H 6.445 1.718 0.350
H 5.140 -0.069 1.524
H 2.691 0.217 1.772
S -0.352 1.694 2.093
C 0.611 0.965 3.263
N 1.265 0.471 4.080
C -0.555 -3.575 -0.693
Si 0.670 -2.612 -1.755
C -0.084 -2.759 -3.463
C 2.303 -3.554 -1.809
C 1.064 -0.850 -1.207
Si 1.390 0.483 -2.505
C 0.596 2.100 -2.024
C 3.262 0.664 -2.570
C 0.869 0.152 -4.277
H -0.445 -4.642 -0.905
H -1.565 -3.274 -0.981
H -0.452 -3.442 0.383
H -0.370 -3.805 -3.607
H 0.592 -2.484 -4.272
H -0.990 -2.154 -3.547
H 2.142 -4.599 -2.084
H 2.841 -3.542 -0.860
H 2.960 -3.110 -2.562
H 2.036 -0.870 -0.700
H 0.691 2.330 -0.959
H -0.466 2.075 -2.274
H 1.039 2.944 -2.558
H 3.680 0.995 -1.616
H 3.560 1.382 -3.339
H 3.723 -0.297 -2.817
H -0.177 -0.132 -4.384
H 1.487 -0.599 -4.772
H 1.013 1.098 -4.809
*
```

Record 4
The following is a quantum chemistry calculation of a structure of composition C31H38LaN3O4S2 in a non-equilibrium geometry, from OMol25.

Computed properties:
E: -67954.19037 eV
Molecular weight: 719.702 Da
HOMO level: -7.1 eV
ΔE to the lowest compared entry with this formula, charge and spin: 10.0 kcal/mol

Structure (ORCA input):
```
! RIJCOSX wB97M-V def2-TZVPD def2/J DEFGRID3
* xyz 0 1
La -0.334 0.338 0.355
C -0.104 3.030 1.757
C -0.700 2.258 2.784
C 0.189 1.217 3.131
C 1.332 1.323 2.302
C 1.156 2.453 1.457
C 2.210 3.002 0.536
C 2.640 0.620 2.528
C 0.027 0.276 4.291
C -1.998 2.558 3.468
C -0.658 4.307 1.202
H 2.647 2.233 -0.109
H 3.036 3.450 1.097
H 1.811 3.775 -0.121
H 2.515 -0.432 2.785
H 3.205 1.095 3.338
H 3.274 0.655 1.641
H -0.502 -0.646 4.040
H -0.529 0.758 5.098
H 0.999 -0.010 4.696
H -2.754 1.781 3.325
H -2.426 3.492 3.103
H -1.859 2.663 4.547
H -0.515 5.138 1.900
H -1.729 4.245 1.009
H -0.172 4.591 0.267
C -3.141 2.581 -0.567
O -2.825 1.697 0.509
C -3.903 0.834 0.835
C -3.978 -0.332 -0.119
O -2.786 -1.076 0.050
C -2.682 -2.169 -0.855
H -3.976 3.224 -0.274
H -3.372 2.034 -1.481
H -2.259 3.186 -0.759
H -4.845 1.392 0.843
H -3.713 0.465 1.845
H -4.062 0.000 -1.159
H -4.849 -0.956 0.119
H -3.530 -2.848 -0.726
H -1.760 -2.703 -0.624
H -2.634 -1.804 -1.883
N 7.420 -3.174 0.599
C 6.100 -2.844 0.363
C 5.737 -1.524 0.082
C 4.423 -1.199 -0.192
C 3.452 -2.190 -0.191
C 3.802 -3.511 0.064
C 5.112 -3.835 0.345
S 1.775 -1.804 -0.491
O 1.733 -0.433 -1.021
O 1.224 -2.869 -1.285
N 1.014 -1.615 0.895
C 0.158 -2.522 1.454
S 0.396 -4.229 1.539
C -1.115 -4.359 2.359
C -1.661 -3.131 2.525
N -0.935 -2.079 2.021
H 8.030 -2.428 0.887
H 7.594 -4.043 1.074
H 6.496 -0.751 0.071
H 4.148 -0.180 -0.423
H 3.048 -4.287 0.031
H 5.384 -4.866 0.540
H -1.517 -5.309 2.665
H -2.605 -2.934 3.011
C -1.137 0.601 -1.999
C -1.412 0.619 -3.190
C -1.738 0.638 -4.588
C -1.484 1.770 -5.366
C -1.797 1.783 -6.715
C -2.368 0.669 -7.313
C -2.622 -0.463 -6.550
C -2.310 -0.480 -5.201
H -1.032 2.634 -4.896
H -1.591 2.669 -7.303
H -2.610 0.680 -8.368
H -3.062 -1.340 -7.009
H -2.496 -1.366 -4.607
*
```

Record 5
The following is a quantum chemistry calculation of a structure of composition C31H38MgNPSi in a non-equilibrium geometry, from OMol25.

Computed properties:
E: -56858.61049 eV
Molecular weight: 508.017 Da
HOMO level (alpha / beta): -4.8 / -4.9 eV
ΔE to the lowest compared entry with this formula, charge and spin: 29.3 kcal/mol

Structure (ORCA input):
```
! RIJCOSX wB97M-V def2-TZVPD def2/J DEFGRID3
* xyz 0 1
C 3.995 -2.904 -1.865
C 3.160 -2.108 -2.644
C 2.074 -1.380 -2.095
C 1.840 -1.510 -0.715
C 2.559 -2.489 0.003
C 3.663 -3.167 -0.542
C 1.412 -0.404 -3.054
C 0.135 -0.793 -3.869
N -0.758 -1.777 -3.342
Mg 1.267 -0.168 0.937
C 2.204 -2.890 1.430
P 0.413 -2.541 1.666
H 3.388 -2.001 -3.707
H 4.228 -3.863 0.083
H 4.904 -3.338 -2.283
H 2.802 -2.320 2.171
H 2.354 -3.969 1.630
H 1.212 0.538 -2.528
H 2.153 -0.174 -3.840
H -0.474 0.120 -4.012
C 0.121 -3.112 3.346
C -0.289 -3.885 0.652
H 0.429 -1.119 -4.890
C -0.414 -3.167 -3.301
C -2.127 -1.435 -3.061
H -0.624 -0.742 0.826
H -0.670 -3.675 -4.255
H 0.660 -3.305 -3.110
H -0.996 -3.648 -2.495
H -2.771 -1.536 -3.962
H -2.529 -2.117 -2.290
H -2.207 -0.395 -2.699
H -0.215 -4.834 1.200
H -1.346 -3.671 0.456
H 0.229 -3.982 -0.310
H 0.687 -4.038 3.504
H 0.440 -2.342 4.057
H -0.950 -3.308 3.470
H -1.218 -0.241 0.768
C 0.914 2.406 5.217
C -0.141 1.504 5.054
C -0.694 1.273 3.793
C -0.134 1.885 2.655
C 0.891 2.835 2.825
C 1.438 3.057 4.096
Si -0.883 1.463 1.014
C -2.596 2.091 0.852
C -3.676 1.282 0.461
C -4.953 1.842 0.364
C -5.150 3.200 0.644
C -4.072 4.003 1.036
C -2.793 3.449 1.146
C 0.200 2.051 -0.362
C -0.441 2.789 -1.383
C 0.310 3.557 -2.272
C 1.705 3.519 -2.227
C 2.355 2.693 -1.309
C 1.626 1.975 -0.351
H 1.320 2.608 6.211
H -0.548 0.991 5.924
H -1.563 0.618 3.670
H 1.263 3.401 1.964
H 2.265 3.754 4.216
H -3.507 0.227 0.238
H -5.797 1.214 0.072
H -6.151 3.632 0.572
H -4.216 5.059 1.260
H -1.950 4.071 1.458
H -1.534 2.799 -1.440
H -0.196 4.198 -2.999
H 2.294 4.137 -2.903
H 3.446 2.625 -1.294
H 2.228 1.481 0.464
*
```

Q: Which value of E does entry 2 give?
A: -451431.42994 eV

Q: Which formula does entry 1 have?
A: C31H37O2PTi

Q: The highest molecular weight belongs to which entry?
A: C31H38Cl30O21